# 1
Formula: C11H20Cl2ORh
Source: the OMol25 dataset
Level of theory: ωB97M-V/def2-TZVPD

Values from the calculation:
Gap between HOMO and LUMO (alpha / beta): 5.2 / 7.8 eV
Total charge: -1
E_HOMO (alpha / beta): -0.0694 / -0.1690 Eh
Spin multiplicity: 5
⟨S²⟩: 6.010

Geometry (Å):
Rh1 -1.482 2.081 0.856
Cl1 -0.976 3.932 -0.394
Cl2 0.360 1.920 2.142
C1 2.361 -0.645 -0.817
H1 3.026 0.223 -0.883
H2 2.399 -1.267 0.089
C2 -1.321 1.033 -0.563
C3 1.511 -0.938 -1.779
H3 -0.826 0.162 -0.010
C4 1.436 -0.200 -3.098
H4 0.778 -1.750 -1.713
C5 1.121 1.302 -2.997
H5 2.443 -0.272 -3.528
H6 0.798 -0.730 -3.819
C6 -0.356 1.677 -2.988
H7 1.679 1.714 -2.140
H8 1.530 1.758 -3.923
C7 -1.423 1.003 -2.051
H9 -0.366 2.761 -2.847
H10 -0.749 1.492 -4.001
H11 -2.341 1.570 -2.284
H12 -1.576 -0.043 -2.361
C8 -1.380 -1.040 3.758
C9 -0.126 -1.948 3.759
C10 0.575 -1.589 2.442
O1 -0.380 -0.993 1.550
C11 -1.571 -0.631 2.267
H13 -2.256 -1.562 4.152
H14 -1.202 -0.145 4.358
H15 -0.437 -2.999 3.723
H16 0.525 -1.802 4.626
H17 1.394 -0.867 2.624
H18 0.997 -2.480 1.943
H19 -2.410 -1.217 1.846
H20 -1.752 0.487 2.061

# 2
Formula: C11H20MnN3O4PS4
Source: the OMol25 dataset
Level of theory: ωB97M-V/def2-TZVPD

Values from the calculation:
Gap between HOMO and LUMO (alpha / beta): 6.3 / 6.7 eV
Total charge: +2
E_HOMO (alpha / beta): -0.5472 / -0.5559 Eh
Spin multiplicity: 4
⟨S²⟩: 4.204

Geometry (Å):
Mn1 0.493 -1.844 0.495
C1 -2.108 -2.539 3.517
C2 -1.644 -1.448 2.577
C3 -2.060 -0.067 3.047
O1 -0.172 -1.497 2.448
C4 -2.143 -1.680 1.135
O2 -3.208 -2.178 0.924
O3 -1.290 -1.246 0.203
H1 -1.778 -2.334 4.536
H2 -1.732 -3.516 3.213
H3 -3.195 -2.581 3.502
H4 -1.647 0.141 4.036
H5 -3.145 -0.023 3.124
H6 -1.731 0.708 2.354
H7 0.253 -1.215 3.266
S1 0.631 -2.793 -1.753
S2 1.773 -4.367 -1.656
S3 1.068 -5.445 0.008
S4 -0.174 -4.308 0.938
O4 3.455 -2.517 1.273
C5 2.398 -2.276 0.990
C6 -0.561 2.931 -1.542
N1 -0.358 1.817 -2.585
C7 1.005 2.043 -3.266
N2 2.041 2.095 -2.297
C8 1.791 3.162 -1.328
N3 0.524 2.959 -0.625
C9 0.557 1.811 0.276
P1 0.875 0.244 -0.661
C10 -0.435 0.461 -1.954
C11 2.326 0.807 -1.666
H8 -1.510 2.735 -1.044
H9 -0.620 3.864 -2.101
H10 -1.096 1.892 -3.289
H11 0.926 2.990 -3.800
H12 1.150 1.228 -3.974
H13 1.756 4.116 -1.854
H14 2.605 3.198 -0.607
H15 -0.394 1.720 0.804
H16 1.338 1.959 1.023
H17 -1.411 0.321 -1.491
H18 -0.317 -0.288 -2.739
H19 2.555 0.060 -2.428
H20 3.206 0.903 -1.028